1.
# C36H61F6HfNO21

C36H61F6HfNO21 as an isolated structure at a distorted geometry (ωB97M-V/def2-TZVPD, the OMol25 dataset).

```
! wB97M-V def2-TZVPD RIJCOSX def2/J DEFGRID3
* xyz 3 2
Hf -1.529 -0.224 3.652
C 0.473 -1.160 0.696
O -0.227 0.027 0.245
O -0.030 -1.288 1.991
C 0.518 -2.420 -0.235
F -0.724 -2.864 -0.389
F 0.975 -2.219 -1.514
F 1.255 -3.322 0.384
C 0.128 0.649 -1.064
C -0.901 1.723 -1.428
H -1.656 1.344 -2.116
H -1.517 2.092 -0.608
H -0.411 2.620 -1.807
H 0.351 -0.096 -1.827
H 1.103 1.108 -0.899
H 1.508 -0.829 0.771
N -1.341 3.047 1.984
O -1.306 2.015 2.626
O -0.317 3.551 1.581
O -2.509 3.539 1.902
C -0.499 2.887 -7.351
O -0.118 3.665 -6.205
C -0.785 3.209 -5.022
C -2.280 3.557 -4.969
O -2.417 5.003 -4.732
C -3.822 5.247 -4.509
H -1.537 2.558 -7.330
H 0.079 1.963 -7.340
H -0.253 3.432 -8.263
H -0.282 3.812 -4.265
H -0.561 2.171 -4.777
H -2.665 2.895 -4.193
H -2.797 3.264 -5.883
H -4.109 4.614 -3.669
H -4.603 5.098 -5.255
H -3.884 6.267 -4.129
C 0.047 -6.370 5.581
O -0.018 -6.655 4.202
C 0.358 -5.598 3.254
C 0.290 -6.147 1.832
O 1.426 -6.898 1.465
C 1.800 -8.027 2.293
H -0.833 -5.810 5.897
H 0.884 -5.765 5.929
H -0.010 -7.354 6.047
H 1.396 -5.359 3.487
H -0.293 -4.724 3.279
H 0.263 -5.280 1.172
H -0.634 -6.666 1.576
H 1.881 -7.710 3.333
H 2.726 -8.458 1.912
H 0.973 -8.714 2.118
O -2.640 -2.376 2.930
C -3.256 -3.507 2.831
O -3.901 -3.982 1.709
C -4.283 -5.338 1.860
C -4.484 -5.443 3.403
C -3.421 -4.573 3.964
H -3.588 -6.138 1.607
H -5.207 -5.521 1.312
H -4.511 -6.468 3.773
H -5.337 -4.861 3.753
H -2.571 -5.255 3.976
H -3.619 -3.968 4.849
O 7.813 -1.507 0.228
C 6.530 -1.630 0.081
O 5.711 -1.652 1.172
C 4.493 -1.993 0.787
C 4.402 -1.442 -0.631
C 5.742 -1.861 -1.166
H 3.866 -1.343 1.397
H 4.275 -3.054 0.908
H 4.217 -0.374 -0.747
H 3.636 -1.951 -1.216
H 6.123 -1.272 -2.000
H 5.770 -2.904 -1.483
O -3.531 6.253 1.297
C -2.902 6.464 0.307
O -2.254 7.607 0.179
C -1.750 7.929 -1.122
C -1.760 6.539 -1.829
C -2.831 5.707 -1.026
H -0.752 8.312 -0.904
H -2.464 8.641 -1.534
H -0.796 6.032 -1.817
H -2.011 6.716 -2.874
H -2.548 4.678 -0.804
H -3.817 5.832 -1.472
O 0.697 0.672 4.103
C 1.916 0.990 4.056
O 2.441 1.585 2.893
C 3.832 1.989 3.005
C 3.990 1.938 4.532
C 2.951 0.972 5.108
H 3.764 3.028 2.685
H 4.498 1.355 2.419
H 3.852 2.920 4.985
H 5.029 1.707 4.770
H 2.612 1.097 6.137
H 3.375 -0.031 5.150
O -2.841 -0.052 1.512
C -3.402 -0.375 0.444
O -2.997 -1.409 -0.350
C -3.617 -1.375 -1.569
C -4.942 -0.619 -1.335
C -4.593 0.332 -0.234
H -3.845 -2.405 -1.847
H -3.017 -1.037 -2.413
H -5.722 -1.358 -1.150
H -5.313 -0.032 -2.175
H -5.423 0.606 0.417
H -4.339 1.341 -0.559
C 3.641 2.232 -0.001
C 3.602 2.732 -1.423
O 3.710 1.667 -2.318
C 3.161 1.725 -3.624
O 2.586 2.696 -4.147
C 3.598 0.446 -4.334
F 2.468 -0.194 -4.543
F 4.099 0.678 -5.563
F 4.465 -0.355 -3.645
H 3.672 3.066 0.701
H 4.475 1.593 0.289
H 2.742 1.632 0.133
H 4.378 3.465 -1.646
H 2.586 3.087 -1.593
*
```

- ⟨S²⟩ = 0.76
- E_tot (a.u.) = -3688.84712

Atom charges from the Löwdin analysis, given in e for atoms 1 to 2:
1. Hf 2.37
2. C -0.31

=====

2.
# C2H9NO2Si

A 2-piece molecular cluster, C2H9NO2Si overall at a distorted geometry (ωB97M-V/def2-TZVPD, the OMol25 dataset).

```
! wB97M-V def2-TZVPD RIJCOSX def2/J DEFGRID3
* xyz 0 1
C 1.132 -2.094 1.063
C -1.269 1.960 0.532
N 0.723 0.579 -1.932
O 1.434 -1.132 0.043
O -0.113 1.192 0.700
Si 0.383 0.037 -0.364
H 1.497 -3.063 0.996
H 0.031 -2.141 0.966
H 1.434 -1.636 1.950
H -1.695 1.728 -0.472
H -1.054 2.958 0.435
H -2.036 1.815 1.258
H 0.137 1.228 -2.456
H 1.120 0.028 -2.620
H -1.726 -1.460 -0.100
*
```

- relative energy (zero: lowest compared OMol25 entry of this formula, charge and spin) (kcal per mole) = 94.25

Atom charges from the Löwdin analysis, given in e for atoms 1 to 2:
1. C -0.13
2. C -0.16

=====

3.
# C22H46Cl18O2

A 10-piece molecular cluster, C22H46Cl18O2 overall at a distorted geometry (ωB97M-V/def2-TZVPD, the OMol25 dataset).

```
! wB97M-V def2-TZVPD RIJCOSX def2/J DEFGRID3
* xyz 1 2
C 22.472 -0.713 19.962
O 22.433 -1.103 21.312
C 23.526 -0.609 22.103
C 23.622 -1.429 23.455
O 23.524 -2.897 23.362
C 22.271 -3.482 23.222
H 21.981 0.256 19.866
H 21.931 -1.502 19.439
H 23.462 -0.462 19.582
H 23.256 0.426 22.310
H 24.483 -0.562 21.583
H 22.806 -1.185 24.135
H 24.526 -1.017 23.904
H 21.962 -3.085 22.255
H 21.565 -3.286 24.028
H 22.386 -4.561 23.118
Cl 28.315 -1.124 22.644
C 27.580 -0.686 21.102
C 27.414 0.841 20.893
Cl 26.904 1.783 22.278
H 26.583 -1.123 21.055
H 28.051 -1.250 20.298
H 26.619 1.001 20.165
H 28.297 1.382 20.552
Cl 17.719 4.722 25.648
C 19.051 4.176 24.618
C 18.987 4.880 23.253
Cl 20.332 4.306 22.205
H 19.079 3.111 24.386
H 19.863 4.458 25.289
H 19.123 5.959 23.320
H 18.059 4.705 22.707
Cl 24.143 2.391 20.024
C 22.619 3.337 20.125
C 22.299 4.102 18.833
Cl 21.144 5.432 19.051
H 22.683 4.042 20.954
H 21.769 2.700 20.371
H 21.772 3.431 18.155
H 23.179 4.409 18.268
Cl 21.665 10.046 15.150
C 22.160 8.310 15.241
C 23.381 8.250 16.144
Cl 23.839 6.622 16.661
H 22.595 8.051 14.275
H 21.272 7.775 15.579
H 23.106 8.810 17.037
H 24.201 8.734 15.614
Cl 27.424 3.698 18.742
C 26.302 2.902 17.543
C 27.209 2.356 16.371
Cl 28.287 1.036 16.969
H 25.695 3.754 17.238
H 25.688 2.137 18.019
H 27.881 3.135 16.010
H 26.605 2.014 15.530
Cl 24.774 3.112 27.029
C 25.155 3.379 25.286
C 23.916 3.850 24.447
Cl 22.426 3.039 24.840
H 25.620 2.514 24.814
H 25.960 4.105 25.171
H 24.040 3.751 23.369
H 23.872 4.877 24.810
Cl 19.326 5.383 13.824
C 20.970 4.783 13.864
C 21.167 3.601 14.825
Cl 22.846 3.291 15.381
H 21.614 5.522 14.340
H 21.233 4.613 12.820
H 20.831 2.656 14.400
H 20.467 3.655 15.659
Cl 16.474 5.358 19.956
C 17.448 5.333 18.471
C 17.185 6.560 17.579
Cl 17.582 8.086 18.486
H 17.349 4.375 17.960
H 18.423 5.312 18.958
H 16.178 6.723 17.195
H 17.853 6.494 16.721
Cl 20.122 1.711 17.745
C 18.746 0.556 17.973
C 18.773 -0.718 17.059
Cl 19.904 -2.029 17.433
H 17.855 1.123 17.702
H 18.650 0.253 19.016
H 18.998 -0.526 16.010
H 17.772 -1.146 17.117
*
```

- ⟨S²⟩ = 0.76
- E_tot (a.u.) = -9299.35954

Atom charges from the Löwdin analysis, given in e for atoms 1 to 2:
1. C -0.07
2. O -0.13

=====

4.
# C5H6N2

A 2-piece molecular cluster, C5H6N2 overall at a distorted geometry (ωB97M-V/def2-TZVPD, the OMol25 dataset).

```
! wB97M-V def2-TZVPD RIJCOSX def2/J DEFGRID3
* xyz 0 1
C -1.530 -1.809 0.520
C -0.360 0.957 0.760
C 0.061 1.623 -0.135
C 0.742 -1.931 0.975
C 0.538 2.027 -1.396
N -2.660 -1.518 0.607
N -0.271 -2.114 0.292
H -0.853 0.429 1.506
H 1.505 -2.735 0.661
H 0.758 -1.206 1.855
H -0.237 2.007 -2.209
H 1.288 1.337 -1.726
H 1.019 2.932 -1.707
*
```

- SMILES = C=NC#N.C#CC
- relative energy (zero: lowest compared OMol25 entry of this formula, charge and spin) (kcal per mole) = 104.06

Atom charges from the Löwdin analysis, given in e for atoms 1 to 2:
1. C -0.37
2. C 0.07

=====

5.
# C5H3F3N2

A 2-piece molecular cluster, C5H3F3N2 overall at a distorted geometry (ωB97M-V/def2-TZVPD, the OMol25 dataset).

```
! wB97M-V def2-TZVPD RIJCOSX def2/J DEFGRID3
* xyz 0 1
C 2.208 -0.125 -0.472
C 1.235 0.828 -0.464
C 0.752 -0.976 0.811
C -0.995 0.745 0.628
C -2.468 -0.160 -0.493
N 1.936 -1.178 0.354
N 0.218 0.196 0.273
F -1.084 1.993 0.303
F -3.566 0.432 -0.043
F -2.644 -1.446 -0.333
H 3.095 -0.172 -0.973
H 1.026 1.563 -1.136
H 0.288 -1.700 1.547
*
```

- relative energy (zero: lowest compared OMol25 entry of this formula, charge and spin) (kcal per mole) = 19.33

Atom charges from the Löwdin analysis, given in e for atoms 1 to 2:
1. C -0.12
2. C -0.01

=====

6.
# C6H15NO

An isolated molecule of C6H15NO at a distorted geometry (ωB97M-V/def2-TZVPD, the OMol25 dataset).

```
! wB97M-V def2-TZVPD RIJCOSX def2/J DEFGRID3
* xyz 0 1
C 0.059 -0.557 1.070
N 0.046 0.658 1.951
C -0.864 0.769 3.126
O -0.046 0.941 4.355
C 0.927 -0.202 -0.189
C 0.226 0.670 -1.231
C -0.662 -0.210 -2.097
C 0.325 -0.956 -3.129
H 0.478 -1.450 1.625
H -0.917 -0.781 0.503
H -0.188 1.549 1.309
H -1.374 -0.251 3.361
H -1.529 1.675 3.020
H 0.670 0.415 4.174
H 1.467 -1.157 -0.699
H 1.761 0.427 0.128
H -0.316 1.485 -0.812
H 0.928 1.092 -1.853
H -1.429 0.243 -2.696
H -1.419 -0.879 -1.605
H 1.450 -0.733 -3.019
H 0.173 -0.643 -4.253
H 0.236 -2.102 -3.040
*
```

- SMILES = CCCCCNCO
- relative energy (zero: lowest compared OMol25 entry of this formula, charge and spin) (kcal per mole) = 76.17

Atom charges from the Löwdin analysis, given in e for atoms 1 to 2:
1. C -0.22
2. N -0.08

=====

7.
# C27H63ClN9O13Pt

C27H63ClN9O13Pt as an isolated structure at a distorted geometry (ωB97M-V/def2-TZVPD, the OMol25 dataset).

```
! wB97M-V def2-TZVPD RIJCOSX def2/J DEFGRID3
* xyz 1 3
Pt 2.602 -2.662 0.775
Cl 0.150 0.210 0.534
O -1.070 -0.021 -0.180
O 1.004 -0.941 0.277
O 0.788 1.406 0.019
O -0.072 0.385 1.956
C -6.214 1.053 0.149
C -5.968 2.419 0.767
O -6.886 3.218 0.849
N -4.712 2.769 1.174
C -3.477 2.034 1.008
H -7.185 0.764 0.546
H -5.463 0.289 0.349
H -6.297 1.149 -0.934
H -4.658 3.680 1.600
H -3.267 1.358 1.842
H -2.620 2.693 0.886
H -3.515 1.432 0.100
C -0.081 4.266 1.738
C 0.653 4.309 3.072
O 0.853 5.369 3.642
N 0.987 3.113 3.595
C 1.505 2.974 4.938
H 0.556 4.452 0.872
H -0.757 5.121 1.757
H -0.618 3.339 1.545
H 0.586 2.267 3.223
H 1.508 3.929 5.459
H 2.554 2.656 4.982
H 0.914 2.252 5.501
C -2.839 -2.813 -1.245
C -4.174 -3.526 -1.002
O -4.996 -3.166 -0.173
N -4.473 -4.526 -1.874
C -5.541 -5.489 -1.695
H -2.326 -3.147 -2.149
H -2.120 -2.988 -0.446
H -3.113 -1.761 -1.298
H -3.928 -4.528 -2.720
H -6.503 -5.102 -2.036
H -5.615 -5.740 -0.641
H -5.310 -6.360 -2.305
C -4.126 -1.521 5.943
C -3.499 -2.115 4.698
O -2.780 -3.104 4.762
N -3.632 -1.365 3.586
C -3.118 -1.794 2.296
H -4.107 -2.257 6.743
H -5.136 -1.143 5.808
H -3.409 -0.758 6.257
H -4.126 -0.495 3.673
H -3.799 -1.436 1.523
H -3.154 -2.877 2.231
H -2.144 -1.355 2.088
C 2.027 -5.581 -1.771
C 1.388 -4.216 -1.753
O 1.256 -3.541 -0.710
N 1.120 -3.620 -2.907
C 0.499 -2.293 -2.960
H 2.975 -5.539 -1.236
H 2.214 -5.872 -2.804
H 1.392 -6.321 -1.288
H 1.421 -4.041 -3.769
H 0.806 -1.696 -2.105
H -0.587 -2.354 -2.951
H 0.814 -1.810 -3.882
C 3.780 4.569 1.642
C 3.442 5.001 0.240
O 3.798 6.106 -0.146
N 2.748 4.174 -0.582
C 2.422 4.461 -1.956
H 3.556 5.434 2.265
H 4.864 4.472 1.726
H 3.244 3.664 1.925
H 2.494 3.304 -0.141
H 3.079 5.161 -2.461
H 1.398 4.838 -2.005
H 2.435 3.531 -2.528
C -1.209 0.225 -6.718
C -0.450 0.849 -5.562
O 0.579 1.460 -5.772
N -0.972 0.603 -4.332
C -0.351 1.137 -3.139
H -2.206 -0.147 -6.453
H -0.694 -0.667 -7.081
H -1.396 0.853 -7.585
H -1.900 0.237 -4.229
H 0.647 1.468 -3.437
H -0.152 0.408 -2.353
H -0.833 2.027 -2.737
C 4.142 1.032 1.195
C 3.867 -0.041 2.199
O 3.712 -1.206 1.784
N 3.910 0.258 3.483
C 3.675 -0.621 4.618
H 4.847 1.801 1.507
H 3.275 1.589 0.832
H 4.491 0.565 0.276
H 4.202 1.191 3.731
H 4.396 -0.460 5.417
H 3.740 -1.660 4.307
H 2.697 -0.423 5.057
C 5.324 -2.774 -2.221
C 4.264 -1.709 -1.961
O 3.494 -1.803 -0.990
N 4.234 -0.688 -2.806
C 3.304 0.434 -2.658
H 5.861 -2.579 -3.150
H 4.828 -3.731 -2.407
H 6.024 -2.919 -1.403
H 4.916 -0.702 -3.545
H 3.744 1.129 -1.939
H 2.346 0.125 -2.251
H 3.229 0.991 -3.587
*
```

- relative energy (zero: lowest compared OMol25 entry of this formula, charge and spin) (kcal per mole) = 48.91
- ⟨S²⟩ = 2.00

Atom charges from the Löwdin analysis, given in e for atoms 1 to 2:
1. Pt 1.40
2. Cl 0.67

=====

8.
# C11H23NOS

An isolated molecule of C11H23NOS at a distorted geometry (ωB97M-V/def2-TZVPD, the OMol25 dataset).

```
! wB97M-V def2-TZVPD RIJCOSX def2/J DEFGRID3
* xyz 0 1
C 0.033 -0.421 -1.163
C 0.043 0.100 1.243
C -1.207 0.334 -1.442
C -1.167 0.996 1.003
C 0.944 0.248 -0.092
C -2.027 0.802 -0.230
C -3.038 1.831 -0.543
C 2.974 0.487 1.422
C 3.321 -0.246 -0.921
C 2.142 -1.900 0.526
C 2.352 -0.375 0.215
N -4.166 -1.141 -0.768
O -3.070 -1.213 1.545
S -2.955 -0.883 0.142
H -0.056 -1.421 -0.946
H 0.703 -0.344 -2.076
H 0.641 0.356 2.128
H -0.403 -0.867 1.372
H -1.161 1.145 -2.142
H -2.007 -0.370 -1.974
H -1.856 0.953 1.821
H -0.760 2.036 0.943
H 1.152 1.358 -0.324
H -3.765 1.984 0.223
H -3.721 1.702 -1.506
H -2.337 2.656 -0.780
H 3.998 0.072 1.548
H 2.462 0.305 2.324
H 3.017 1.472 1.218
H 4.384 -0.242 -0.540
H 3.221 -1.100 -1.497
H 3.081 0.768 -1.485
H 2.787 -2.166 1.258
H 2.375 -2.545 -0.410
H 1.139 -2.166 0.946
H -4.996 -0.491 -0.540
H -2.079 -1.713 -0.497
*
```

- SMILES = CC(C)(C)[C@H]1CC[C@@](C)([S@H](=N)=O)CC1
- relative energy (zero: lowest compared OMol25 entry of this formula, charge and spin) (kcal per mole) = 90.08

Atom charges from the Löwdin analysis, given in e for atoms 1 to 2:
1. C -0.17
2. C -0.13

=====

9.
# C26H21BrClN4O5SSm

C26H21BrClN4O5SSm as an isolated structure at a distorted geometry (ωB97M-V/def2-TZVPD, the OMol25 dataset).

```
! wB97M-V def2-TZVPD RIJCOSX def2/J DEFGRID3
* xyz 0 6
Sm -1.818 -0.559 0.406
Cl 3.268 0.275 5.745
C 2.035 -0.235 4.639
C 0.871 -0.845 5.131
C -0.088 -1.275 4.257
C 0.063 -1.158 2.846
O -0.795 -1.705 2.060
C 1.241 -0.479 2.366
C 1.480 -0.208 0.991
N 0.747 -0.616 -0.004
C 1.206 -0.497 -1.306
C 2.546 -0.562 -1.659
C 2.952 -0.553 -2.998
C 2.033 -0.496 -4.010
C 0.657 -0.437 -3.710
C -0.339 -0.379 -4.707
C -1.657 -0.340 -4.340
C -1.984 -0.353 -2.975
N -1.082 -0.392 -2.016
C 0.231 -0.435 -2.355
C 2.199 -0.028 3.297
H 0.744 -0.969 6.196
H -0.998 -1.739 4.613
H 2.365 0.409 0.792
H 3.296 -0.644 -0.885
H 4.010 -0.596 -3.219
H 2.350 -0.497 -5.042
H -0.042 -0.373 -5.745
H -2.441 -0.299 -5.078
H -3.021 -0.334 -2.651
H 3.090 0.467 2.939
Br -1.506 3.105 -2.369
C -1.335 4.111 -0.770
C -1.147 5.479 -0.858
C -0.948 6.206 0.304
C -0.925 5.569 1.536
C -1.125 4.204 1.612
C -1.344 3.464 0.457
C -1.611 1.997 0.556
O -2.480 1.499 -0.196
O -0.953 1.320 1.379
H -1.161 5.963 -1.822
H -0.797 7.273 0.242
H -0.758 6.136 2.439
H -1.119 3.678 2.554
O -3.606 -0.580 1.794
C -4.322 -0.890 0.824
O -3.893 -1.110 -0.325
H -5.422 -0.977 0.989
C 2.030 -3.625 0.856
N 0.621 -3.528 0.557
C 0.086 -3.612 -0.661
N 0.833 -4.005 -1.709
S -1.550 -3.285 -0.892
H 2.169 -3.422 1.915
H 2.612 -2.899 0.280
H 2.403 -4.628 0.639
H 0.028 -3.047 1.244
H 1.760 -4.376 -1.585
H 0.341 -4.166 -2.572
*
```

- ⟨S²⟩ = 8.76
- E_tot (a.u.) = -5689.23037

Atom charges from the Löwdin analysis, given in e for atoms 1 to 2:
1. Sm 1.67
2. Cl 0.65

=====

Number 3 is which compound?
C22H46Cl18O2

=====

What is the formula in the second record?
C2H9NO2Si

=====

What is the formula in the third record?
C22H46Cl18O2